ORCA calculation (the ωB97M-V functional and the def2-TZVPD basis) on C5H4O2 in the gas phase.

Computed properties:
orbital gap	8.017	eV
total energy	-343.2729	hartree
largest force on an atom	0.42	eV/A
highest occupied orbital energy	-7.6	eV
energy relative to the best compared isomer or geometry (same formula, charge and spin)	313.6	kJ/mol

The geometry in XYZ format:
```
11
C5H4O2, DFT the ωB97M-V functional and the def2-TZVPD basis
O 0.5374 0.6960 0.9702
O -1.1945 -0.1069 2.0090
C -0.1070 -0.7370 -1.3157
C 0.5650 0.5315 -1.3549
C -0.4469 -1.2005 -0.0410
C -0.3694 -0.2713 0.9759
C 1.0597 1.0776 -0.2203
H 0.7617 1.0217 -2.3043
H -0.8493 -2.2018 0.1366
H 1.8211 1.8390 -0.0865
H -2.0101 -0.5731 1.7780
```